No. 1
Below is an isolated ion of composition C8H7N2O4S and charge -1, with properties calculated with ωB97M-V/def2-TZVPD.

The geometry in XYZ format:
```
22
Properties=species:S:1:pos:R:3
C 1.774 0.172 -2.218
C 1.268 0.029 -0.775
C 1.362 -1.019 -2.931
C 0.401 0.716 -1.696
C 0.109 -0.842 -1.269
C -1.288 -0.803 -0.888
C -1.010 0.381 1.312
C -0.910 1.676 2.097
N 0.434 -1.699 -2.341
N -1.256 0.332 0.078
O 0.912 -0.444 2.500
O -2.310 -1.185 -1.440
O -1.230 -0.832 3.516
O -0.718 -2.143 1.609
S -0.427 -0.978 2.334
H 2.649 0.702 -2.472
H 1.709 0.249 0.172
H 1.941 -1.474 -3.733
H -1.681 1.744 2.805
H -1.009 2.666 1.467
H 0.175 1.660 2.520
H -0.894 1.089 -0.648
```

Calculated values
- relative energy (zero: lowest compared OMol25 entry of this formula, charge and spin) (kJ/mol) = 430.5
- total charge = -1
- frontier orbital gap (eV) = 7.83
- 2S+1 = 1
- total energy (Ha) = -1117.56160
- E_HOMO (eV) = -4.436
- max |F| (eV Å⁻¹) = 4.201
- LUMO level (eV) = 3.39

Want to see where the charge sits? The Löwdin charges in e are:
1. C -0.16
2. C -0.13
3. C -0.16
4. C -0.04
5. C -0.33
6. C -0.35
7. C -0.29
8. C -0.05
9. N 0.13
10. N 0.12
11. O -0.33
12. O 0.10
13. O -0.33
14. O -0.27
15. S 0.37
16. H 0.10
17. H 0.11
18. H 0.10
19. H 0.05
20. H 0.11
21. H 0.11
22. H 0.13

***

No. 2
Below is C8H7N3O as an isolated structure, with properties calculated with ωB97M-V/def2-TZVPD.

The geometry in XYZ format:
```
19
Properties=species:S:1:pos:R:3
C -3.713 -1.437 0.550
C -0.202 1.000 -1.597
C -0.704 -0.123 -0.959
C 0.193 -0.368 0.034
C -1.406 -1.761 1.340
C -2.277 -1.430 0.345
C -1.972 -0.884 -0.965
C 2.222 0.797 0.984
N -4.813 -1.158 0.340
N 0.850 1.456 -0.902
N 1.037 0.714 0.176
O -0.110 -1.607 1.344
H -0.622 1.583 -2.382
H -1.653 -2.252 2.290
H -2.738 -0.124 -1.165
H -2.141 -1.606 -1.776
H 3.127 0.518 0.451
H 2.396 1.801 1.357
H 2.065 0.129 1.719
```

Calculated values
- relative energy (zero: lowest compared OMol25 entry of this formula, charge and spin) (kJ/mol) = 504.0
- frontier orbital gap (eV) = 9.04
- 2S+1 = 1
- total energy (Ha) = -548.40597
- E_HOMO (eV) = -9.049
- max |F| (eV Å⁻¹) = 6.005
- LUMO level (eV) = -0.01

Want to see where the charge sits? The Löwdin charges in e are:
1. C -0.19
2. C -0.06
3. C -0.18
4. C 0.06
5. C -0.16
6. C -0.24
7. C -0.12
8. C 0.01
9. N 0.15
10. N 0.08
11. N -0.15
12. O 0.03
13. H 0.11
14. H 0.15
15. H 0.13
16. H 0.14
17. H 0.10
18. H 0.10
19. H 0.05

***

No. 3
Below is a single C8H7N5O molecule, with properties calculated with ωB97M-V/def2-TZVPD.

The geometry in XYZ format:
```
21
Properties=species:S:1:pos:R:3
C -2.853 0.538 -0.573
C -1.753 -0.088 0.044
C -0.858 0.963 0.311
C 2.623 0.551 0.212
C 1.553 1.277 0.904
C 2.807 -0.667 -0.371
C -1.676 -1.506 0.318
C 0.621 -1.532 -0.618
N -2.623 1.816 -0.742
N 1.884 -1.604 -0.399
N -1.497 2.041 -0.124
N -0.383 -2.127 -0.011
N 0.258 1.263 1.017
O -2.587 -2.172 0.751
H -3.687 -0.061 -0.898
H 3.638 0.945 0.225
H 1.905 1.962 1.645
H 3.795 -0.880 -0.648
H 0.156 -0.870 -1.433
H -1.334 3.003 -0.178
H 0.012 -2.852 0.566
```

Calculated values
- relative energy (zero: lowest compared OMol25 entry of this formula, charge and spin) (kJ/mol) = 0.0
- SMILES string = O=c1[nH]cncccnc2[nH]ncc12
- frontier orbital gap (eV) = 8.45
- 2S+1 = 1
- total energy (Ha) = -657.96216
- E_HOMO (eV) = -8.648
- max |F| (eV Å⁻¹) = 4.786
- LUMO level (eV) = -0.19

Want to see where the charge sits? The Löwdin charges in e are:
1. C -0.09
2. C -0.12
3. C -0.27
4. C -0.07
5. C -0.11
6. C -0.18
7. C -0.36
8. C -0.21
9. N 0.04
10. N 0.09
11. N 0.04
12. N 0.13
13. N 0.12
14. O 0.11
15. H 0.12
16. H 0.08
17. H 0.09
18. H 0.09
19. H 0.18
20. H 0.15
21. H 0.15

***

No. 4
Below is a single C8H7NO2 molecule, with properties calculated with ωB97M-V/def2-TZVPD.

The geometry in XYZ format:
```
18
Properties=species:S:1:pos:R:3
C -1.689 0.174 -0.470
C -0.649 -0.213 -1.262
C 0.794 -0.345 -0.759
C 2.014 -0.840 -1.116
C 2.745 -1.017 0.144
C 0.889 0.269 0.482
C -0.192 0.784 1.212
C -1.558 0.647 0.875
H -3.043 0.128 -2.036
H -1.003 -0.882 -2.089
H 2.328 -1.371 -2.035
H 3.835 -1.562 0.453
H 2.439 0.422 1.831
H -0.002 1.235 2.304
H -3.257 1.471 0.770
N 1.959 -0.354 1.124
O -3.075 0.354 -0.999
O -2.536 1.102 1.571
```

Calculated values
- relative energy (zero: lowest compared OMol25 entry of this formula, charge and spin) (kJ/mol) = 425.8
- SMILES string = Oc1cc2cc[nH]c2cc1O
- frontier orbital gap (eV) = 8.05
- 2S+1 = 1
- total energy (Ha) = -514.13938
- E_HOMO (eV) = -7.563
- max |F| (eV Å⁻¹) = 6.881
- LUMO level (eV) = 0.49

Want to see where the charge sits? The Löwdin charges in e are:
1. C -0.21
2. C 0.04
3. C -0.20
4. C -0.06
5. C -0.09
6. C -0.29
7. C 0.04
8. C -0.38
9. H 0.16
10. H 0.12
11. H 0.10
12. H 0.16
13. H 0.22
14. H 0.16
15. H 0.24
16. N 0.00
17. O -0.07
18. O 0.05

***

No. 5
Below is a single C8H7NO2 molecule, with properties calculated with ωB97M-V/def2-TZVPD.

The geometry in XYZ format:
```
18
Properties=species:S:1:pos:R:3
C -1.989 -0.205 -0.021
C -1.958 1.195 0.073
C -0.600 1.690 -0.001
C 0.536 0.854 -0.003
C 2.586 -0.059 -0.085
C 1.615 -1.238 0.040
C 0.284 -0.604 0.104
C -1.006 -1.152 0.038
H -3.560 -1.465 -0.102
H -2.832 1.893 0.050
H -0.482 2.741 -0.242
H 2.414 1.891 -0.072
H 1.977 -1.771 1.001
H 1.830 -1.955 -0.811
H -1.172 -2.121 0.314
N 1.889 1.109 0.071
O -3.302 -0.591 -0.191
O 3.770 -0.211 -0.162
```

Calculated values
- relative energy (zero: lowest compared OMol25 entry of this formula, charge and spin) (kJ/mol) = 106.1
- SMILES string = O=C1Cc2cc(O)ccc2N1
- frontier orbital gap (eV) = 8.63
- 2S+1 = 1
- total energy (Ha) = -514.26113
- E_HOMO (eV) = -7.947
- max |F| (eV Å⁻¹) = 4.861
- LUMO level (eV) = 0.68

Want to see where the charge sits? The Löwdin charges in e are:
1. C -0.32
2. C 0.01
3. C -0.01
4. C -0.17
5. C -0.48
6. C -0.04
7. C -0.13
8. C 0.04
9. H 0.06
10. H 0.13
11. H 0.10
12. H 0.13
13. H 0.16
14. H 0.15
15. H 0.10
16. N 0.16
17. O 0.04
18. O 0.08

***

No. 6
Below is a single C8H7NOS2 molecule, with properties calculated with ωB97M-V/def2-TZVPD.

The geometry in XYZ format:
```
19
Properties=species:S:1:pos:R:3
C 2.541 -0.570 0.534
C 2.433 0.609 1.256
C 1.407 -1.181 0.027
C 1.199 1.199 1.446
C 0.155 -0.624 0.234
C 0.070 0.589 0.920
C -1.830 -0.309 -1.207
C -1.114 -1.252 -0.258
N -2.015 0.926 -0.710
O -2.196 -0.597 -2.331
S -1.518 1.343 1.046
S -2.811 2.139 -1.634
H 3.513 -1.010 0.367
H 3.317 1.083 1.651
H 1.485 -2.102 -0.534
H 1.103 2.128 1.989
H -0.935 -2.190 -0.779
H -1.784 -1.421 0.594
H -3.021 1.240 -2.610
```

Calculated values
- relative energy (zero: lowest compared OMol25 entry of this formula, charge and spin) (kJ/mol) = 33.7
- SMILES string = O=C1Cc2ccccc2SN1S
- frontier orbital gap (eV) = 8.50
- 2S+1 = 1
- total energy (Ha) = -1235.40156
- E_HOMO (eV) = -8.509
- max |F| (eV Å⁻¹) = 2.954
- LUMO level (eV) = -0.01

Want to see where the charge sits? The Löwdin charges in e are:
1. C -0.07
2. C -0.08
3. C -0.03
4. C -0.10
5. C -0.24
6. C -0.50
7. C -0.61
8. C -0.07
9. N -0.66
10. O 0.02
11. S 0.99
12. S 0.77
13. H 0.10
14. H 0.10
15. H 0.12
16. H 0.11
17. H 0.13
18. H 0.13
19. H -0.12

***

No. 7
Below is an isolated ion of composition C8H7O and charge +1, with properties calculated with ωB97M-V/def2-TZVPD.

The geometry in XYZ format:
```
16
Properties=species:S:1:pos:R:3
C -0.576 1.641 1.130
C 0.789 1.418 1.340
C -1.314 0.816 0.273
C 1.417 0.385 0.694
C -0.716 -0.237 -0.383
C 0.693 -0.490 -0.187
C -1.553 -1.081 -1.289
C 1.350 -1.514 -0.807
O -2.328 -0.631 -2.072
H -1.065 2.468 1.627
H 1.343 2.067 2.003
H -2.366 1.006 0.119
H 2.473 0.203 0.835
H -1.410 -2.172 -1.160
H 0.854 -2.213 -1.463
H 2.410 -1.665 -0.659
```

Calculated values
- relative energy (zero: lowest compared OMol25 entry of this formula, charge and spin) (kJ/mol) = 29.3
- total charge = +1
- frontier orbital gap (eV) = 7.24
- 2S+1 = 1
- total energy (Ha) = -383.94979
- E_HOMO (eV) = -14.477
- max |F| (eV Å⁻¹) = 0.900
- LUMO level (eV) = -7.23

Want to see where the charge sits? The Löwdin charges in e are:
1. C 0.06
2. C -0.01
3. C 0.04
4. C 0.05
5. C -0.07
6. C -0.20
7. C -0.21
8. C 0.29
9. O 0.15
10. H 0.14
11. H 0.13
12. H 0.14
13. H 0.14
14. H 0.14
15. H 0.10
16. H 0.11

***

No. 8
Below is C8H8BeCl4NO8P2 as an isolated structure, with properties calculated with ωB97M-V/def2-TZVPD.

The geometry in XYZ format:
```
32
Properties=species:S:1:pos:R:3
Be 0.977 0.330 -0.243
Cl -2.915 5.662 0.701
C -1.640 4.576 0.223
C -0.381 5.073 -0.139
Cl -0.021 6.861 -0.256
C 0.645 4.181 -0.503
Cl 2.236 4.777 -1.003
C 0.532 2.735 -0.509
O 1.379 1.805 -0.768
C -0.750 2.331 -0.059
O -1.843 0.371 -0.836
C -1.790 3.167 0.303
Cl -3.231 2.413 0.883
N -1.381 -2.290 -0.039
C 0.077 -2.476 0.190
C 0.332 -4.040 0.195
P 0.809 -1.592 -1.315
O 2.372 -2.233 -1.244
O 0.159 -2.250 -2.480
O -0.848 0.928 0.090
P 0.796 -1.605 1.673
O 2.252 -2.316 1.773
O 0.074 -1.853 2.907
O 1.266 -0.182 1.212
H -1.548 -2.615 -0.981
H -1.668 -0.534 -0.544
H -2.015 -2.644 0.627
H 0.154 -4.454 -0.770
H -0.367 -4.424 0.913
H 1.307 -4.234 0.573
H 2.382 -3.178 -1.506
H 2.650 -2.290 0.929
```

Calculated values
- relative energy (zero: lowest compared OMol25 entry of this formula, charge and spin) (kJ/mol) = 604.9
- total charge = -1
- frontier orbital gap (eV) = 8.22
- 2S+1 = 1
- total energy (Ha) = -3504.86082
- E_HOMO (eV) = -5.883
- max |F| (eV Å⁻¹) = 2.733
- LUMO level (eV) = 2.34

Want to see where the charge sits? The Löwdin charges in e are:
1. Be 0.11
2. Cl 0.63
3. C -0.69
4. C -0.61
5. Cl 0.56
6. C -0.55
7. Cl 0.63
8. C -0.33
9. O -0.03
10. C -0.20
11. O -0.01
12. C -0.59
13. Cl 0.75
14. N 0.00
15. C -0.59
16. C -0.07
17. P 0.69
18. O -0.28
19. O -0.41
20. O -0.13
21. P 0.39
22. O -0.14
23. O -0.28
24. O -0.27
25. H 0.07
26. H 0.02
27. H 0.07
28. H 0.06
29. H 0.07
30. H 0.05
31. H 0.07
32. H 0.00

***

No. 9
Below is a 2-piece molecular cluster, C8H8Br2NO2S overall, with properties calculated with ωB97M-V/def2-TZVPD.

The geometry in XYZ format:
```
22
Properties=species:S:1:pos:R:3
C -3.856 1.154 1.638
C -1.416 -0.452 -0.034
C -2.634 -0.916 -0.157
C -0.211 -1.272 -0.276
C -0.857 0.921 0.262
C 1.041 -0.441 0.229
C 0.626 0.976 -0.071
C -4.188 0.583 0.443
N -3.473 1.575 2.612
O -2.274 -3.151 0.526
O -3.280 -2.786 -1.738
S -3.387 -2.595 -0.297
Br -4.356 1.943 -0.988
Br -5.659 -0.633 0.520
H -0.255 -2.119 0.326
H -0.006 -1.611 -1.208
H -1.342 1.543 -0.456
H -0.983 1.250 1.308
H 1.321 -0.715 1.272
H 1.830 -0.888 -0.451
H 0.896 1.169 -1.058
H 0.903 1.703 0.633
```

Calculated values
- relative energy (zero: lowest compared OMol25 entry of this formula, charge and spin) (kJ/mol) = 397.7
- total charge = -1
- frontier orbital gap (eV) = 6.90
- 2S+1 = 1
- total energy (Ha) = -6060.97658
- E_HOMO (eV) = -4.094
- max |F| (eV Å⁻¹) = 4.598
- LUMO level (eV) = 2.80

Want to see where the charge sits? The Löwdin charges in e are:
1. C -0.51
2. C -0.27
3. C -0.10
4. C -0.14
5. C -0.15
6. C -0.16
7. C -0.19
8. C -1.15
9. N 0.16
10. O -0.53
11. O -0.52
12. S 0.56
13. Br 0.58
14. Br 0.66
15. H 0.08
16. H 0.09
17. H 0.08
18. H 0.12
19. H 0.11
20. H 0.11
21. H 0.09
22. H 0.09

***

No. 10
Below is a single C8H8BrNO2 molecule, with properties calculated with ωB97M-V/def2-TZVPD.

The geometry in XYZ format:
```
20
Properties=species:S:1:pos:R:3
C -2.366 -1.384 -0.785
C -2.343 -0.609 0.332
C -1.162 -1.603 -1.542
C -1.168 -0.052 0.741
C -0.056 -1.048 -1.091
C -0.008 -0.187 0.062
C 1.406 1.337 1.587
C 1.312 0.442 0.439
N 1.753 1.205 -0.765
O 1.008 2.094 -1.065
O 2.730 0.939 -1.393
Br 2.642 -1.072 0.638
H -3.263 -1.817 -1.032
H -3.275 -0.391 0.930
H -1.218 -2.226 -2.410
H -1.051 0.723 1.600
H 0.941 -1.215 -1.739
H 2.482 1.756 1.617
H 0.727 2.271 1.310
H 0.909 0.837 2.565
```

Calculated values
- relative energy (zero: lowest compared OMol25 entry of this formula, charge and spin) (kJ/mol) = 305.9
- SMILES string = C[C@@](Br)(c1ccccc1)[N+](=O)[O-]
- frontier orbital gap (eV) = 9.74
- 2S+1 = 1
- total energy (Ha) = -3088.75214
- E_HOMO (eV) = -9.553
- max |F| (eV Å⁻¹) = 5.564
- LUMO level (eV) = 0.19

Want to see where the charge sits? The Löwdin charges in e are:
1. C -0.05
2. C -0.09
3. C -0.07
4. C -0.06
5. C -0.09
6. C -0.26
7. C -0.13
8. C -0.72
9. N -0.44
10. O 0.10
11. O 0.05
12. Br 0.77
13. H 0.08
14. H 0.13
15. H 0.11
16. H 0.14
17. H 0.15
18. H 0.12
19. H 0.13
20. H 0.14

***

No. 11
Below is a 2-piece molecular cluster, C8H8BrNS overall, with properties calculated with ωB97M-V/def2-TZVPD.

The geometry in XYZ format:
```
19
Properties=species:S:1:pos:R:3
C 1.656 -2.301 0.057
C 0.600 -2.191 1.039
C 2.053 -1.097 -0.573
C 0.016 -0.943 1.359
C 1.326 0.082 -0.314
C 0.334 0.225 0.636
C -2.032 0.918 -0.721
C -0.375 1.418 0.866
N -2.180 1.988 -1.476
S -2.510 -0.554 -0.593
Br 0.400 3.094 0.266
H 1.953 -3.308 -0.046
H 0.428 -3.064 1.657
H 2.759 -1.043 -1.387
H -0.497 -0.602 2.231
H 1.426 0.983 -1.033
H -0.846 1.609 1.903
H -1.731 2.870 -1.548
H -2.781 1.915 -2.323
```

Calculated values
- relative energy (zero: lowest compared OMol25 entry of this formula, charge and spin) (kJ/mol) = 176.2
- frontier orbital gap (alpha / beta) (eV) = 7.35 / 7.35
- 2S+1 = 1
- total energy (Ha) = -3336.48608
- E_HOMO (alpha / beta) (eV) = -7.479 / -7.479
- max |F| (eV Å⁻¹) = 3.844
- LUMO level (alpha / beta) (eV) = -0.13 / -0.13

Want to see where the charge sits? The Löwdin charges in e are:
1. C -0.06
2. C -0.07
3. C -0.07
4. C -0.08
5. C -0.10
6. C -0.47
7. C -0.80
8. C -0.53
9. N 0.04
10. S 0.76
11. Br 0.66
12. H 0.08
13. H 0.09
14. H 0.09
15. H 0.10
16. H 0.10
17. H 0.09
18. H 0.04
19. H 0.13

***

No. 12
Below is C8H8Cl2IrN2O3Sm as an isolated structure, with properties calculated with ωB97M-V/def2-TZVPD.

The geometry in XYZ format:
```
25
Properties=species:S:1:pos:R:3
Ir -2.595 3.173 -1.546
Sm -0.827 1.398 -0.442
Cl -0.898 2.204 -2.943
Cl -2.889 1.265 0.993
C 1.050 2.043 1.464
C -3.691 2.915 -3.026
C -3.230 4.021 -0.014
O 1.924 2.122 2.211
O -4.353 2.784 -3.979
O -3.607 4.566 0.948
C 0.800 -3.373 2.276
C 0.923 -2.371 1.205
C 1.940 -2.107 0.276
C 1.531 -0.995 -0.471
N 0.313 -0.572 -0.007
N -0.028 -1.454 0.995
C 2.209 -0.276 -1.570
H 0.282 -4.281 1.928
H 1.801 -3.681 2.602
H 0.249 -2.978 3.142
H 2.857 -2.666 0.156
H -0.963 -1.427 1.404
H 3.132 -0.811 -1.823
H 1.589 -0.258 -2.482
H 2.480 0.759 -1.297
```

Calculated values
- relative energy (zero: lowest compared OMol25 entry of this formula, charge and spin) (kJ/mol) = 238.1
- total charge = +4
- frontier orbital gap (alpha / beta) (eV) = 7.98 / 5.51
- 2S+1 = 10
- ⟨S²⟩ = 24.781
- total energy (Ha) = -2325.67702
- E_HOMO (alpha / beta) (eV) = -24.707 / -24.805
- max |F| (eV Å⁻¹) = 11.343
- LUMO level (alpha / beta) (eV) = -16.73 / -19.29

Want to see where the charge sits? The Löwdin charges in e are:
1. Ir 1.11
2. Sm 1.10
3. Cl 0.20
4. Cl 0.13
5. C 0.03
6. C -0.24
7. C -0.32
8. O 0.20
9. O 0.30
10. O 0.27
11. C 0.08
12. C -0.13
13. C 0.25
14. C -0.21
15. N -0.11
16. N 0.12
17. C 0.03
18. H 0.16
19. H 0.14
20. H 0.13
21. H 0.19
22. H 0.19
23. H 0.13
24. H 0.12
25. H 0.12